i) C2H8S | ωB97M-V/def2-TZVPD

Last column: Mulliken charge in e.
Cartesian coordinates (Å):
S (3.19, 0.48, 0.13)  -0.324
C (-1.35, 0.58, 0.48)  -0.743
C (-0.92, -0.72, -0.21)  -0.801
H (-2.39, 0.86, 0.11)  0.243
H (3.19, 1.06, -1.04)  0.150
H (-0.63, -0.59, -1.22)  0.300
H (-0.12, -1.05, 0.29)  0.274
H (2.99, -0.88, -0.30)  0.161
H (-1.81, -1.53, -0.16)  0.238
H (-0.66, 1.41, 0.31)  0.277
H (-1.49, 0.39, 1.61)  0.227

Summary:
- HOMO (eV) = -9.85
- structure (SMILES) = CC.S
- net charge = 0
- lowest unoccupied orbital energy (eV) = 0.80
- gap between HOMO and LUMO (Ha) = 0.392

=====

ii) C2H8S | ωB97M-V/def2-TZVPD

Last column: Mulliken charge in e.
Cartesian coordinates (Å):
S (2.31, 3.90, 0.34)  -0.288
C (-0.11, -1.62, -0.10)  -0.741
C (-1.52, -1.02, 0.09)  -0.764
H (-2.03, -0.89, -0.87)  0.263
H (0.09, -2.37, 0.65)  0.260
H (-2.08, -1.68, 0.73)  0.253
H (-1.51, -0.07, 0.62)  0.249
H (0.65, -0.83, -0.01)  0.220
H (0.04, -1.97, -1.11)  0.262
H (1.11, 3.62, -0.14)  0.142
H (3.05, 2.93, -0.20)  0.144

Summary:
- HOMO (eV) = -9.82
- structure (SMILES) = CC.S
- net charge = 0
- lowest unoccupied orbital energy (eV) = 0.80
- gap between HOMO and LUMO (Ha) = 0.390

=====

iii) C2H8S | ωB97M-V/def2-TZVPD

Last column: Mulliken charge in e.
Cartesian coordinates (Å):
S (1.71, -0.94, -1.59)  -0.171
C (1.69, -0.38, 0.13)  -0.764
C (-1.75, 0.63, 0.38)  -0.950
H (0.90, -0.88, 0.68)  0.267
H (-1.36, 1.07, 1.29)  0.243
H (0.38, -0.98, -1.73)  0.090
H (2.66, -0.57, 0.59)  0.308
H (-1.98, -0.44, 0.47)  0.255
H (-1.05, 0.70, -0.46)  0.144
H (-2.68, 1.10, 0.07)  0.308
H (1.49, 0.68, 0.17)  0.270

Summary:
- HOMO (eV) = -9.04
- structure (SMILES) = CS.C
- net charge = 0
- lowest unoccupied orbital energy (eV) = 0.93
- gap between HOMO and LUMO (Ha) = 0.366

=====

iv) C2H8S | ωB97M-V/def2-TZVPD

Last column: Mulliken charge in e.
Cartesian coordinates (Å):
S (-1.00, -2.12, -1.48)  -0.258
C (0.60, 2.33, 0.88)  -0.757
C (1.33, 1.83, 2.12)  -0.807
H (0.66, 1.43, 2.88)  0.263
H (1.85, 2.61, 2.69)  0.277
H (-0.35, -1.17, -0.86)  0.117
H (-0.49, 2.29, 0.95)  0.269
H (0.80, 3.37, 0.66)  0.278
H (-0.45, -1.77, -2.65)  0.140
H (2.05, 1.07, 1.85)  0.263
H (0.89, 1.72, 0.03)  0.216

Summary:
- HOMO (eV) = -9.81
- structure (SMILES) = CC.S
- net charge = 0
- lowest unoccupied orbital energy (eV) = 0.85
- gap between HOMO and LUMO (Ha) = 0.392

=====

Short version: iii), iv), ii), i), most stable first.

=====

i) CH5IN4O | ωB97M-V/def2-TZVPD

Last column: Mulliken charge in e.
Cartesian coordinates (Å):
I (-3.99, -0.11, -0.30)  0.783
O (-1.66, 0.55, -0.09)  -0.628
N (0.75, 2.18, 0.11)  -0.224
N (0.78, 0.92, 0.01)  0.078
N (1.14, -1.83, -0.04)  -0.430
N (-0.09, -1.21, -0.14)  0.180
C (-0.40, 0.11, -0.06)  0.566
H (1.96, -1.21, 0.14)  0.328
H (-0.18, 2.78, 0.11)  0.348
H (1.69, 2.62, 0.11)  0.331
H (-0.90, -1.96, 0.09)  0.368
H (0.90, -2.83, 0.07)  0.301

Summary:
- HOMO (alpha / beta) (eV) = -17.82 / -17.81
- net charge = +2
- lowest unoccupied orbital energy (alpha / beta) (eV) = -11.48 / -11.43
- gap between HOMO and LUMO (alpha / beta) (Ha) = 0.233 / 0.234

=====

ii) CH5IN4O | ωB97M-V/def2-TZVPD

Last column: Mulliken charge in e.
Cartesian coordinates (Å):
I (-3.08, 0.59, -0.17)  0.666
O (-1.16, -2.16, 0.42)  -0.258
N (-0.34, 1.29, 0.81)  -0.133
N (0.54, -0.94, -0.60)  0.175
N (-1.10, 0.31, 0.46)  -0.124
N (1.45, -0.02, -0.49)  -0.463
C (-0.51, -1.21, 0.15)  0.552
H (2.20, -0.14, 0.24)  0.323
H (0.14, 1.28, 1.72)  0.326
H (-0.48, 2.13, 0.18)  0.358
H (0.61, -1.57, -1.37)  0.293
H (1.74, 0.43, -1.34)  0.285

Summary:
- HOMO (alpha / beta) (eV) = -19.07 / -19.13
- net charge = +2
- lowest unoccupied orbital energy (alpha / beta) (eV) = -12.62 / -12.52
- gap between HOMO and LUMO (alpha / beta) (Ha) = 0.237 / 0.243

=====

Short version: i), ii), most stable first.

=====

i) C2H6NO3P2 | ωB97M-V/def2-TZVPD

Last column: Mulliken charge in e.
Cartesian coordinates (Å):
P (-0.43, 0.35, 0.31)  0.283
P (2.85, -0.06, 0.30)  0.650
O (1.03, 0.55, -0.04)  -0.207
O (2.74, -1.48, 0.43)  -0.370
O (-3.15, 1.01, 1.09)  -0.387
N (3.12, 0.00, -2.00)  -0.721
C (-2.37, 2.09, 1.06)  0.194
C (-1.03, 1.97, 0.92)  -0.484
H (-4.01, 1.30, 1.00)  0.351
H (4.11, 0.06, -2.36)  0.330
H (2.53, -0.75, -2.25)  0.317
H (-2.69, 3.07, 1.20)  0.369
H (2.72, 0.85, -2.41)  0.326
H (-0.49, 2.85, 1.13)  0.349

Summary:
- HOMO (eV) = -13.84
- net charge = +1
- lowest unoccupied orbital energy (eV) = -5.43
- gap between HOMO and LUMO (Ha) = 0.309

=====

ii) C2H6NO3P2 | ωB97M-V/def2-TZVPD

Last column: Mulliken charge in e.
Cartesian coordinates (Å):
P (2.83, 0.57, 0.11)  0.223
P (1.29, -2.33, 0.09)  0.580
O (1.78, -2.88, 1.29)  -0.344
O (2.50, 1.04, -1.33)  -0.415
O (-0.54, -1.42, 0.77)  -0.461
N (-0.37, 0.35, -0.77)  -0.509
C (1.49, -0.25, 0.69)  -0.282
C (-0.02, -0.11, 0.52)  0.087
H (-1.03, -1.62, 1.60)  0.363
H (-0.16, -0.41, -1.53)  0.279
H (1.60, -0.51, 1.82)  0.348
H (-1.39, 0.69, -0.85)  0.292
H (1.83, 1.20, -2.10)  0.423
H (-0.42, 0.68, 1.29)  0.417

Summary:
- HOMO (eV) = -13.96
- net charge = +1
- lowest unoccupied orbital energy (eV) = -5.64
- gap between HOMO and LUMO (Ha) = 0.306

=====

Short version: i), ii), most stable first.

=====

i) C4H11NS2 | ωB97M-V/def2-TZVPD

Last column: Mulliken charge in e.
Cartesian coordinates (Å):
S (0.39, 0.26, -2.27)  -0.076
S (-1.68, 0.97, -2.19)  -0.237
N (0.49, -0.42, 1.74)  -0.376
C (0.71, -0.70, 0.29)  -0.532
C (0.64, -0.74, 4.20)  -1.188
C (-0.06, -1.09, 2.95)  -0.394
C (0.96, 0.62, -0.56)  -0.642
H (1.65, -1.14, 4.35)  0.342
H (0.11, -1.16, 5.04)  0.360
H (1.21, -1.62, 0.13)  0.439
H (0.66, 0.37, 4.20)  0.324
H (-0.32, -0.73, -0.07)  0.288
H (1.47, -0.36, 2.08)  0.177
H (-1.07, -0.73, 3.09)  0.207
H (1.91, 1.02, -0.70)  0.371
H (-0.05, -2.04, 2.51)  0.441
H (0.33, 1.42, -0.17)  0.322
H (-2.24, -0.28, -2.57)  0.174

Summary:
- HOMO (eV) = -8.41
- structure (SMILES) = CCNCCSS
- net charge = 0
- lowest unoccupied orbital energy (eV) = 0.22
- gap between HOMO and LUMO (Ha) = 0.317

=====

ii) C4H11NS2 | ωB97M-V/def2-TZVPD

Last column: Mulliken charge in e.
Cartesian coordinates (Å):
S (3.70, 0.48, -0.70)  -0.209
S (2.42, -1.17, -0.69)  -0.118
N (-0.52, -0.40, 0.12)  -0.282
C (1.71, -1.01, 0.96)  -0.746
C (-2.54, 0.25, -1.08)  -1.222
C (-1.52, 0.65, -0.02)  -0.342
C (0.51, -0.09, 1.09)  -0.492
H (0.84, 0.96, 1.10)  0.332
H (-1.09, 1.64, -0.19)  0.337
H (-2.90, -0.76, -0.90)  0.324
H (-2.17, 0.33, -2.10)  0.317
H (-2.04, 0.69, 0.94)  0.284
H (2.50, -0.74, 1.66)  0.439
H (0.06, -0.26, 2.08)  0.280
H (1.43, -2.02, 1.26)  0.326
H (3.10, 1.11, -1.72)  0.156
H (-3.42, 0.89, -1.03)  0.381
H (-0.08, -0.57, -0.78)  0.235

Summary:
- HOMO (eV) = -8.75
- structure (SMILES) = CCNCCSS
- net charge = 0
- lowest unoccupied orbital energy (eV) = 0.50
- gap between HOMO and LUMO (Ha) = 0.340

=====

Short version: ii), i), most stable first.

=====

i) C4H11NS2 | ωB97M-V/def2-TZVPD

Last column: Mulliken charge in e.
Cartesian coordinates (Å):
S (2.02, 1.04, 3.15)  -0.228
S (1.60, 1.82, 1.26)  -0.061
N (-0.96, -0.06, -1.27)  -0.345
C (-2.33, -0.25, -1.77)  -0.852
C (1.67, 0.36, 0.11)  -0.709
C (0.63, -0.74, 0.50)  -0.621
C (-0.79, -0.46, 0.11)  -0.574
H (-1.40, -1.31, 0.41)  0.422
H (1.04, -1.68, 0.14)  0.399
H (2.65, -0.12, 0.17)  0.306
H (1.63, 0.79, -0.89)  0.390
H (-2.34, -1.04, -2.52)  0.241
H (0.74, -0.79, 1.58)  0.267
H (-0.68, 0.90, -1.43)  0.275
H (3.35, 1.06, 2.92)  0.165
H (-2.68, 0.64, -2.29)  0.308
H (-1.15, 0.34, 0.78)  0.311
H (-3.01, -0.51, -0.95)  0.305

Summary:
- HOMO (eV) = -8.68
- structure (SMILES) = CNCCCSS
- net charge = 0
- lowest unoccupied orbital energy (eV) = 0.50
- gap between HOMO and LUMO (Ha) = 0.338

=====

ii) C4H11NS2 | ωB97M-V/def2-TZVPD

Last column: Mulliken charge in e.
Cartesian coordinates (Å):
S (1.42, -1.00, -2.19)  -0.193
S (0.03, -1.72, -0.88)  -0.011
N (0.51, 1.64, 1.98)  -0.582
C (0.09, 1.43, 0.66)  0.097
C (1.01, -2.85, 0.13)  -0.807
C (-1.69, 1.26, -1.11)  -1.133
C (-1.18, 1.27, 0.29)  -0.181
H (1.87, 0.06, -1.50)  0.132
H (1.46, -3.62, -0.49)  0.324
H (0.33, -3.39, 0.79)  0.295
H (-1.91, 1.32, 1.10)  0.215
H (-0.25, 1.62, 2.65)  0.226
H (-2.32, 0.37, -1.26)  0.256
H (-0.85, 1.30, -1.80)  0.244
H (1.71, -2.32, 0.77)  0.260
H (0.86, 1.51, -0.10)  0.298
H (-2.31, 2.13, -1.33)  0.363
H (1.22, 1.00, 2.30)  0.196

Summary:
- HOMO (eV) = -8.02
- structure (SMILES) = C/C=C/N.CSS
- net charge = 0
- lowest unoccupied orbital energy (eV) = 0.62
- gap between HOMO and LUMO (Ha) = 0.318

=====

iii) C4H11NS2 | ωB97M-V/def2-TZVPD

Last column: Mulliken charge in e.
Cartesian coordinates (Å):
S (1.80, 0.69, -1.91)  -0.219
S (1.56, 0.21, 0.15)  -0.049
N (-1.68, 0.51, 1.14)  -0.239
C (0.58, -1.31, -0.05)  -0.920
C (-1.80, -0.90, 0.75)  -0.716
C (-2.80, 1.10, 1.87)  -0.899
C (-0.90, -1.23, -0.42)  -0.233
H (-1.72, -1.57, 1.63)  0.320
H (-3.16, 1.98, 1.30)  0.277
H (-2.41, 1.59, 2.76)  0.286
H (-0.85, 0.65, 1.70)  0.206
H (0.60, -1.65, 0.98)  0.352
H (-1.30, -2.15, -0.86)  0.344
H (-2.85, -1.02, 0.44)  0.467
H (-1.01, -0.42, -1.15)  0.198
H (-3.71, 0.52, 2.01)  0.295
H (3.13, 0.68, -1.96)  0.158
H (1.15, -1.90, -0.77)  0.373

Summary:
- HOMO (eV) = -8.46
- structure (SMILES) = CNCCCSS
- net charge = 0
- lowest unoccupied orbital energy (eV) = 0.45
- gap between HOMO and LUMO (Ha) = 0.327

=====

Short version: i), ii), iii), most stable first.

=====

i) C4H11NS2 | ωB97M-V/def2-TZVPD

Last column: Mulliken charge in e.
Cartesian coordinates (Å):
S (-0.64, 0.06, -2.96)  -0.058
S (-0.42, -2.02, -3.17)  -0.201
N (0.24, 0.34, 0.16)  -0.144
C (-1.01, -0.31, -0.25)  -0.359
C (-1.57, 0.32, -1.47)  -0.821
C (0.88, -0.12, 1.38)  -0.428
C (1.50, 1.09, 2.05)  -1.163
H (2.36, 1.48, 1.50)  0.281
H (0.14, -0.66, 1.98)  0.357
H (-1.74, -0.17, 0.55)  0.317
H (0.72, 0.67, -0.66)  0.208
H (-2.61, 0.03, -1.69)  0.376
H (0.75, 1.86, 2.19)  0.309
H (1.68, -0.87, 1.23)  0.260
H (-1.66, 1.41, -1.38)  0.357
H (-0.79, -1.38, -0.38)  0.183
H (0.20, -2.60, -2.09)  0.139
H (1.97, 0.87, 3.01)  0.385

Summary:
- HOMO (eV) = -8.42
- structure (SMILES) = CCNCCSS
- net charge = 0
- lowest unoccupied orbital energy (eV) = 0.31
- gap between HOMO and LUMO (Ha) = 0.321

=====

ii) C4H11NS2 | ωB97M-V/def2-TZVPD

Last column: Mulliken charge in e.
Cartesian coordinates (Å):
S (0.01, -2.73, -1.06)  -0.212
S (-0.42, -0.99, -1.99)  -0.016
N (0.01, 1.51, 1.20)  -0.215
C (0.62, 2.52, 3.40)  -1.269
C (0.75, 2.56, 1.88)  -0.295
C (0.45, 0.63, 0.11)  -0.250
C (-0.76, 0.23, -0.67)  -0.930
H (-0.65, -2.49, 0.10)  0.142
H (-0.98, 1.08, -1.32)  0.336
H (1.12, 1.31, -0.43)  0.264
H (-0.42, 2.73, 3.68)  0.328
H (0.37, 3.54, 1.55)  0.223
H (1.25, 3.30, 3.83)  0.350
H (0.84, 1.52, 3.77)  0.350
H (-0.73, 1.18, 1.81)  0.176
H (-1.64, -0.05, -0.09)  0.398
H (1.06, -0.22, 0.44)  0.282
H (1.79, 2.28, 1.63)  0.338

Summary:
- HOMO (eV) = -8.01
- structure (SMILES) = CCNCCSS
- net charge = 0
- lowest unoccupied orbital energy (eV) = 0.64
- gap between HOMO and LUMO (Ha) = 0.318

=====

Short version: i), ii), most stable first.